# 1
{"formula": "C50H41N5O3P2ReS2", "method": "the ωB97M-V functional and the def2-TZVPD basis", "spin_multiplicity": 4, "total_charge": 2, "lumo_energy_ev": [-5.049, -7.833], "e_homo_ev": [-13.01, -13.26], "elements": ["Re", "O", "S", "C", "C", "C", "C", "C", "C", "P", "C", "C", "C", "C", "C", "C", "C", "C", "C", "C", "C", "C", "C", "C", "C", "C", "C", "C", "P", "C", "C", "C", "C", "C", "C", "C", "C", "C", "C", "C", "C", "H", "H", "H", "H", "H", "H", "H", "H", "H", "H", "H", "H", "H", "H", "H", "H", "H", "H", "H", "H", "H", "H", "H", "H", "H", "H", "H", "H", "N", "C", "S", "N", "N", "C", "C", "C", "C", "C", "C", "C", "O", "H", "H", "H", "H", "H", "H", "H", "N", "C", "O", "C", "C", "C", "C", "N", "C", "H", "H", "H", "H", "H", "H"], "positions_angstrom": [[0.510, -0.207, -0.392], [-1.668, 2.517, -1.174], [-1.267, 1.556, -0.157], [-2.801, 0.642, 0.249], [-3.911, 1.301, 0.750], [-5.095, 0.607, 0.949], [-5.176, -0.740, 0.628], [-4.068, -1.402, 0.130], [-2.867, -0.716, -0.057], [-1.430, -1.635, -0.702], [-1.764, -1.962, -2.457], [-0.807, -2.702, -3.155], [-0.977, -2.931, -4.509], [-2.106, -2.453, -5.160], [-3.064, -1.734, -4.463], [-2.888, -1.470, -3.115], [-1.559, -3.293, 0.040], [-0.995, -3.545, 1.288], [-1.150, -4.781, 1.885], [-1.856, -5.780, 1.234], [-2.404, -5.544, -0.016], [-2.261, -4.307, -0.618], [-1.069, 2.449, 1.385], [-1.666, 3.679, 1.582], [-1.484, 4.323, 2.797], [-0.703, 3.740, 3.785], [-0.067, 2.531, 3.557], [-0.236, 1.883, 2.337], [0.662, 0.340, 1.989], [0.079, -0.608, 3.433], [-1.235, -1.070, 3.423], [-1.767, -1.667, 4.550], [-0.999, -1.786, 5.698], [0.304, -1.319, 5.713], [0.849, -0.735, 4.584], [2.408, 0.673, 2.339], [3.230, -0.454, 2.372], [4.592, -0.317, 2.546], [5.143, 0.950, 2.667], [4.329, 2.070, 2.638], [2.961, 1.940, 2.469], [-3.860, 2.354, 0.983], [-5.956, 1.119, 1.348], [-6.104, -1.276, 0.759], [-4.124, -2.450, -0.127], [0.057, -3.090, -2.627], [-0.244, -3.496, -5.064], [-2.248, -2.629, -6.215], [-3.937, -1.364, -4.978], [-3.623, -0.886, -2.577], [-0.425, -2.774, 1.784], [-0.715, -4.964, 2.856], [-1.969, -6.748, 1.695], [-2.943, -6.328, -0.529], [-2.690, -4.138, -1.595], [-2.240, 4.128, 0.784], [-1.946, 5.282, 2.969], [-0.566, 4.241, 4.730], [0.577, 2.098, 4.309], [-1.838, -0.956, 2.529], [-2.780, -2.037, 4.533], [-1.418, -2.237, 6.583], [0.903, -1.407, 6.605], [1.866, -0.374, 4.603], [2.781, -1.434, 2.261], [5.223, -1.192, 2.587], [6.210, 1.063, 2.779], [4.760, 3.053, 2.746], [2.334, 2.819, 2.440], [4.060, -3.230, -0.625], [3.343, -2.110, -0.566], [1.599, -2.351, -0.290], [3.865, -0.951, -0.709], [3.134, 0.167, -0.637], [3.825, 1.256, -0.801], [3.381, 2.598, -0.757], [4.314, 3.616, -1.015], [3.958, 4.942, -0.964], [2.643, 5.293, -0.622], [1.705, 4.333, -0.355], [2.028, 2.949, -0.422], [1.139, 2.073, -0.153], [3.604, -4.119, -0.502], [5.058, -3.200, -0.769], [4.889, 1.119, -0.997], [5.328, 3.335, -1.259], [4.684, 5.707, -1.189], [2.374, 6.336, -0.577], [0.693, 4.602, -0.094], [-2.709, 2.205, -4.274], [-2.027, 1.319, -5.026], [-2.449, 0.814, -6.038], [-0.691, 0.905, -4.458], [0.424, 0.737, -5.272], [1.577, 0.230, -4.693], [1.576, -0.093, -3.347], [0.513, 0.082, -2.557], [-0.593, 0.570, -3.118], [-3.593, 2.540, -4.628], [-2.291, 2.689, -3.496], [0.370, 0.983, -6.322], [2.468, 0.070, -5.279], [2.460, -0.517, -2.892], [-1.474, 0.688, -2.503]]}

# 2
{"formula": "C15H19N2O6S4W", "method": "the ωB97M-V functional and the def2-TZVPD basis", "spin_multiplicity": 1, "total_charge": 3, "relative_energy_kj_mol": 35.0, "lumo_energy_ev": [-12.443, -12.441], "e_homo_ev": [-18.09, -18.09], "elements": ["W", "C", "C", "S", "C", "C", "S", "C", "C", "S", "C", "C", "S", "H", "H", "H", "H", "H", "H", "H", "H", "H", "H", "H", "H", "H", "H", "H", "H", "O", "C", "O", "C", "C", "C", "C", "C", "C", "N", "O", "O", "N", "O", "O", "H", "H", "H"], "positions_angstrom": [[0.043, -0.015, 0.430], [2.403, 0.754, -1.831], [1.912, 2.139, -1.466], [0.254, 2.129, -0.710], [-0.883, 1.993, -2.139], [-2.238, 1.569, -1.613], [-2.158, 0.032, -0.634], [-2.076, -1.312, -1.872], [-1.628, -2.570, -1.156], [-0.055, -2.359, -0.259], [1.239, -2.503, -1.550], [2.531, -1.978, -0.967], [2.354, -0.281, -0.322], [3.440, 0.791, -2.168], [1.802, 0.287, -2.612], [1.881, 2.793, -2.339], [2.549, 2.618, -0.721], [-0.471, 1.292, -2.865], [-0.937, 2.981, -2.599], [-2.952, 1.417, -2.424], [-2.667, 2.302, -0.928], [-1.408, -1.018, -2.682], [-3.081, -1.442, -2.277], [-1.517, -3.407, -1.848], [-2.337, -2.876, -0.385], [0.922, -1.958, -2.439], [1.322, -3.562, -1.798], [3.335, -1.976, -1.705], [2.869, -2.565, -0.111], [0.864, -0.298, 2.286], [0.004, 0.488, 2.883], [-0.662, 1.135, 1.953], [-0.183, 0.582, 4.265], [-1.283, 1.301, 4.777], [-1.416, 1.372, 6.137], [-0.503, 0.796, 7.011], [0.572, 0.105, 6.469], [0.757, -0.030, 5.121], [1.562, -0.509, 7.377], [2.445, -1.151, 6.849], [1.330, -0.436, 8.557], [-2.580, 2.093, 6.690], [-2.576, 2.293, 7.879], [-3.356, 2.552, 5.880], [-2.019, 1.781, 4.146], [-0.625, 0.882, 8.085], [1.609, -0.587, 4.756]]}

# 3
{"formula": "C44H55GeN12O3PSY", "method": "the ωB97M-V functional and the def2-TZVPD basis", "spin_multiplicity": 1, "total_charge": 1, "relative_energy_kj_mol": 35.9, "lumo_energy_ev": -2.201, "e_homo_ev": -9.90, "elements": ["Y", "C", "C", "O", "C", "C", "C", "C", "C", "C", "O", "H", "H", "H", "H", "H", "H", "H", "O", "N", "C", "C", "C", "C", "C", "C", "C", "P", "C", "C", "C", "C", "C", "C", "C", "C", "C", "C", "C", "C", "H", "H", "H", "H", "H", "H", "H", "H", "H", "H", "H", "H", "H", "H", "H", "H", "C", "C", "C", "C", "N", "C", "N", "N", "N", "H", "H", "H", "H", "H", "H", "H", "H", "H", "H", "C", "Ge", "C", "C", "C", "H", "H", "H", "H", "H", "H", "H", "H", "H", "H", "H", "N", "N", "N", "C", "N", "N", "H", "H", "H", "N", "C", "S", "N", "C", "C", "C", "C", "C", "C", "H", "H", "H", "H", "H", "H", "H", "H"], "positions_angstrom": [[-0.143, 0.825, -0.450], [-3.591, 2.979, 1.799], [-2.279, 2.238, 1.771], [-2.079, 1.489, 0.794], [-1.326, 2.400, 2.835], [-1.681, 3.151, 3.977], [-0.804, 3.371, 5.003], [0.491, 2.842, 4.910], [0.867, 2.096, 3.824], [-0.018, 1.828, 2.750], [0.386, 1.087, 1.764], [-4.088, 2.844, 0.841], [-3.443, 4.042, 1.981], [-4.236, 2.581, 2.586], [-2.686, 3.545, 4.045], [-1.101, 3.943, 5.871], [1.200, 3.022, 5.708], [1.865, 1.679, 3.763], [-2.858, 0.045, -1.300], [-2.372, -1.000, -0.523], [-2.317, -2.106, -1.142], [-1.825, -3.301, -0.466], [-2.238, -4.532, -0.983], [-1.915, -5.711, -0.344], [-1.155, -5.670, 0.816], [-0.714, -4.457, 1.319], [-1.032, -3.252, 0.695], [-0.532, -1.612, 1.410], [0.964, -2.052, 2.397], [1.204, -1.401, 3.607], [2.350, -1.661, 4.343], [3.285, -2.574, 3.873], [3.074, -3.203, 2.654], [1.925, -2.941, 1.919], [-1.827, -1.635, 2.743], [-3.013, -0.930, 2.551], [-4.052, -1.020, 3.469], [-3.925, -1.820, 4.591], [-2.748, -2.526, 4.794], [-1.711, -2.437, 3.880], [-3.037, 0.739, -0.644], [-2.673, -2.190, -2.167], [-2.840, -4.548, -1.884], [-2.260, -6.657, -0.738], [-0.901, -6.585, 1.334], [-0.111, -4.458, 2.215], [0.477, -0.696, 3.991], [2.503, -1.165, 5.294], [4.164, -2.804, 4.461], [3.803, -3.915, 2.286], [1.767, -3.437, 0.969], [-3.128, -0.319, 1.669], [-4.967, -0.465, 3.302], [-4.742, -1.907, 5.296], [-2.636, -3.155, 5.668], [-0.811, -3.000, 4.076], [4.194, -0.490, -4.544], [3.408, -1.361, -5.522], [3.382, -2.816, -5.062], [1.989, -0.827, -5.755], [1.197, -0.777, -4.539], [1.198, 0.140, -3.573], [0.306, -0.218, -2.678], [-0.245, -1.367, -3.126], [0.278, -1.706, -4.236], [5.232, -0.818, -4.513], [3.799, -0.578, -3.527], [4.181, 0.561, -4.846], [3.893, -1.308, -6.501], [2.915, -2.906, -4.078], [4.399, -3.202, -4.983], [2.832, -3.443, -5.765], [1.453, -1.475, -6.446], [2.027, 0.181, -6.171], [1.834, 1.006, -3.536], [-2.600, 1.436, -3.968], [-1.394, 2.881, -3.381], [-2.389, 4.574, -3.667], [0.113, 2.952, -4.688], [-0.684, 2.814, -1.548], [-2.827, 1.582, -5.026], [-3.540, 1.460, -3.418], [-2.169, 0.445, -3.839], [-2.698, 4.671, -4.709], [-1.762, 5.431, -3.417], [-3.282, 4.608, -3.040], [-0.093, 3.731, -5.423], [0.224, 2.012, -5.232], [1.062, 3.195, -4.205], [-1.417, 3.349, -0.928], [0.174, 3.496, -1.615], [1.943, 5.728, 0.782], [2.214, 4.511, 0.231], [3.220, 4.320, -0.589], [3.121, 3.016, -0.818], [2.101, 2.469, -0.151], [1.534, 3.445, 0.522], [2.284, 6.466, 0.186], [0.968, 5.809, 1.028], [3.797, 2.474, -1.458], [3.249, 0.266, 1.576], [3.519, -0.482, 0.518], [2.366, -0.798, -0.687], [4.774, -0.972, 0.423], [5.258, -1.832, -0.609], [6.315, -1.414, -1.403], [6.832, -2.266, -2.369], [6.288, -3.528, -2.551], [5.225, -3.939, -1.758], [4.713, -3.096, -0.785], [2.305, 0.643, 1.706], [3.893, 0.311, 2.350], [5.456, -0.633, 1.083], [6.741, -0.427, -1.263], [7.666, -1.938, -2.975], [6.695, -4.194, -3.301], [4.804, -4.930, -1.873], [3.887, -3.410, -0.162]]}